This record from the OMol25 dataset describes a molecular structure, CH4O2S. The level of theory is the ωB97M-V functional and the def2-TZVPD basis.

ORCA input file:
```
! wB97M-V def2-TZVPD RIJCOSX def2/J DEFGRID3
* xyz 0 1
S -0.891 0.032 0.264
O -1.325 1.350 0.690
O -1.731 -0.695 -0.625
C 0.740 0.095 -0.357
H 1.332 0.577 0.451
H -0.289 -1.127 1.487
H 1.244 -0.840 -0.608
H 0.921 0.608 -1.302
*
```

frontier orbital gap = 10.7 eV